1.
Computed, not measured: an isolated molecule of C4H8S, with ωB97M-V/def2-TZVPD.

Orbital gap = 9.6 eV
E_HOMO = -8.536 eV
Calculated total energy = -15111.6156 eV
Energy above the lowest of the compared OMol25 structures with the same formula, charge and spin = 74.3 kJ/mol
Net charge = 0

Last column: Löwdin charge in e.
Geometry (Å):
C 1.42 0.70 1.55  -0.008
C 0.50 0.06 0.82  -0.241
C -0.83 0.74 0.31  -0.483
S -0.88 0.75 -1.53  0.773
C -0.56 -0.98 -1.73  -0.472
H 2.35 0.21 1.76  0.040
H 1.21 1.70 1.99  0.070
H 0.70 -0.95 0.57  0.061
H -0.89 1.70 0.78  0.055
H -1.57 0.07 0.80  0.080
H 0.53 -1.12 -1.88  0.037
H -1.13 -1.37 -2.64  0.058
H -0.84 -1.50 -0.80  0.030

---

2.
Computed, not measured: an isolated molecule of C7H12, with ωB97M-V/def2-TZVPD.

Orbital gap = 10.2 eV
E_HOMO = -9.126 eV
Calculated total energy = -7452.0396 eV
Energy above the lowest of the compared OMol25 structures with the same formula, charge and spin = 134.3 kJ/mol
Net charge = 0

Last column: Löwdin charge in e.
Geometry (Å):
C 2.14 0.60 1.00  0.037
C 1.00 -0.07 1.03  -0.392
C 0.01 0.09 2.15  -0.063
C 0.74 -1.18 0.04  -0.188
C -0.25 -0.85 -1.03  -0.129
C -0.59 0.36 -1.41  -0.159
C -1.91 0.68 -2.11  -0.099
H 2.35 1.31 1.80  0.064
H 2.88 0.55 0.21  0.064
H -0.22 1.14 2.35  0.079
H -0.96 -0.35 1.88  0.075
H 0.35 -0.41 3.06  0.081
H 0.49 -2.12 0.54  0.115
H 1.71 -1.49 -0.38  0.113
H -0.79 -1.65 -1.54  0.107
H -0.12 1.21 -0.92  0.098
H -2.69 -0.01 -1.79  0.066
H -1.93 0.57 -3.20  0.066
H -2.21 1.63 -1.68  0.065

---

3.
Computed, not measured: a cluster of 2 separate species, CH4NO2P in total, with ωB97M-V/def2-TZVPD.

Orbital gap = 9.7 eV
E_HOMO = -9.607 eV
Calculated total energy = -15975.2760 eV
Energy above the lowest of the compared OMol25 structures with the same formula, charge and spin = 116.5 kJ/mol
Net charge = 0

Last column: Löwdin charge in e.
Geometry (Å):
N -0.62 0.56 -1.60  -0.237
P 0.70 1.22 -0.67  0.738
O 0.08 1.76 0.55  -0.522
H -1.65 0.63 -1.34  0.067
H -0.45 -0.22 -2.27  0.035
C 0.46 -0.94 1.31  -0.127
O 0.85 -1.09 0.16  -0.132
H 0.78 -0.18 1.99  0.064
H -0.15 -1.75 1.87  0.114

---

4.
Computed, not measured: the ion C4H9NOS2 with charge -1, with ωB97M-V/def2-TZVPD.

Orbital gap (spin up / spin down) = 2.0 / 7.7 eV
E_HOMO (spin up / spin down) = 0.719 / -5.067 eV
Spin multiplicity = 2
Calculated total energy = -29499.8011 eV
Energy above the lowest of the compared OMol25 structures with the same formula, charge and spin = 187.4 kJ/mol
Net charge = -1

Last column: Löwdin charge in e.
Geometry (Å):
S 1.07 2.47 -1.84  -0.085
S 1.35 0.54 -1.33  0.115
C -0.25 -0.13 -0.67  -0.508
C 0.18 -1.12 0.43  -0.234
C -0.61 -0.83 1.58  -0.565
N -1.80 -1.42 1.92  0.004
C -1.88 -2.88 1.55  -0.101
O -0.38 0.29 2.09  -0.018
H 0.90 2.49 -3.10  -0.313
H -0.70 -0.58 -1.47  0.019
H -0.99 0.57 -0.21  0.102
H 1.25 -0.71 0.65  0.113
H -0.07 -2.08 0.11  0.062
H -2.29 -1.06 2.82  0.168
H -1.14 -3.44 2.07  0.052
H -1.77 -2.86 0.43  0.082
H -2.97 -3.29 1.77  0.107